Below is a structure of composition C30H82B2Mn2O16, with properties calculated with ωB97M-V/def2-TZVPD.

The geometry in XYZ format:
```
132
C30H82B2Mn2O16 | the Open Molecules 2025 dataset | ωB97M-V/def2-TZVPD
Mn 6.21776 5.92315 -21.57902
Mn 4.10120 3.51730 -23.43109
C 9.29340 4.71101 -19.23193
C 8.56873 6.07508 -19.50923
O 8.31580 6.32534 -20.87429
H 9.31902 4.43502 -18.17776
H 10.31007 4.69671 -19.62473
H 8.64518 3.91150 -19.59067
H 9.04157 6.94790 -19.05902
H 7.66162 5.97824 -18.91268
C 2.99404 -0.18841 -24.26534
C 4.37300 0.38830 -24.51383
O 4.34360 1.79386 -24.68857
H 3.06013 -1.27279 -24.17664
H 2.32526 0.01260 -25.10226
H 2.42222 0.20511 -23.42494
H 4.86069 -0.11903 -25.34621
H 4.92668 0.21111 -23.59180
O 4.04728 4.54435 -25.40161
C 3.99448 5.90701 -25.02539
C 3.72238 6.28728 -23.47889
O 4.24942 5.45124 -22.46035
H 3.25727 6.45592 -25.61134
H 4.95026 6.36397 -25.28181
H 2.63826 6.26039 -23.36906
H 3.94659 7.34659 -23.35363
B 7.60181 6.84378 -23.75661
H 8.33568 6.05369 -23.71883
H 7.29717 7.14525 -24.74683
H 6.75580 6.50949 -23.17631
H 8.07529 7.68386 -23.27252
B 6.58091 3.72653 -22.02861
H 7.22957 4.47892 -22.44978
H 6.04172 4.11458 -21.17836
H 5.93559 3.34110 -22.80271
H 7.17460 2.88321 -21.71145
C 4.44657 -0.19805 -28.09419
O 5.06196 1.10787 -27.87505
C 6.48736 0.92333 -27.69546
C 7.07794 2.27289 -27.45345
O 6.34278 3.07641 -26.52998
C 7.26813 3.97316 -25.82538
H 4.91683 -1.03326 -27.57516
H 4.56512 -0.39209 -29.16021
H 3.37402 -0.32967 -27.95136
H 6.99939 0.49328 -28.55626
H 6.71033 0.30032 -26.82928
H 7.18146 2.88018 -28.35266
H 8.11814 2.16366 -27.14662
H 7.64515 4.65163 -26.59064
H 8.12869 3.48074 -25.37256
H 6.74011 4.56851 -25.08049
C 4.93999 4.87857 -18.86151
O 5.32530 6.01292 -19.60742
C 4.48473 7.18447 -19.34127
C 5.28656 8.32569 -20.00037
O 5.65368 8.03869 -21.34361
C 6.01400 9.21672 -22.04876
H 3.96909 4.53780 -19.22115
H 4.81154 5.01607 -17.78787
H 5.69884 4.10560 -18.98304
H 4.48795 7.44436 -18.28272
H 3.49944 6.96214 -19.75100
H 6.20504 8.58312 -19.47291
H 4.67525 9.22468 -19.92156
H 6.72255 9.77129 -21.43353
H 5.22758 9.95477 -22.20660
H 6.44478 9.06751 -23.03884
C 11.09790 8.32181 -25.17451
O 10.70013 7.21339 -24.31439
C 10.52104 6.02721 -25.12823
C 10.78827 4.71047 -24.38621
O 10.10385 4.71292 -23.15273
C 9.87081 3.42603 -22.66506
H 11.37648 9.11677 -24.48274
H 10.32210 8.68794 -25.84693
H 11.99694 8.06829 -25.73627
H 11.10909 6.03979 -26.04592
H 9.47612 6.01101 -25.43806
H 11.86422 4.56597 -24.28834
H 10.39519 3.98796 -25.10144
H 10.75991 2.79563 -22.67902
H 9.10277 2.91094 -23.24204
H 9.61311 3.36555 -21.60769
C 0.76574 3.81468 -24.15661
O 1.83774 3.29120 -23.27059
C 1.26982 2.77978 -22.04568
C 2.46942 2.60709 -21.14312
O 3.64054 2.23413 -21.80712
C 4.57979 1.52875 -21.00603
H 1.11352 4.54633 -24.88588
H 0.02726 4.37196 -23.58026
H 0.29618 2.99371 -24.69845
H 0.74800 1.83767 -22.21369
H 0.64252 3.54216 -21.58377
H 2.06056 1.88971 -20.43157
H 2.69634 3.55354 -20.65236
H 5.00995 2.12671 -20.20259
H 5.41217 1.25629 -21.65489
H 4.09031 0.64822 -20.58987
C 10.00498 -0.41582 -28.60486
O 9.43740 -0.18676 -27.28519
C 10.27551 -0.52718 -26.23065
C 9.49943 -0.58256 -24.84154
O 8.89871 0.64834 -24.58031
C 7.92549 0.49915 -23.58227
H 10.47160 -1.39683 -28.69424
H 10.82809 0.27983 -28.76819
H 9.31352 -0.20357 -29.42028
H 10.94320 0.33230 -26.17084
H 10.85896 -1.41981 -26.45630
H 10.19255 -0.87351 -24.05222
H 8.74000 -1.35648 -24.95303
H 7.29669 -0.35987 -23.81636
H 7.38843 1.44757 -23.59478
H 8.36458 0.39353 -22.59023
C 7.68271 1.14017 -19.20561
O 7.55981 -0.10743 -18.55054
C 7.30411 -0.00759 -17.15691
C 8.53747 0.50030 -16.29745
O 9.50642 -0.54594 -16.10995
C 10.20807 -0.94394 -17.28364
H 8.64005 1.54810 -18.88130
H 6.90682 1.89500 -19.07785
H 7.91838 0.92787 -20.24844
H 7.02231 -0.99249 -16.78454
H 6.46515 0.66995 -16.99824
H 8.10222 0.64480 -15.30863
H 8.90960 1.42807 -16.73202
H 10.78994 -1.85220 -17.12677
H 10.84159 -0.10450 -17.57017
H 9.48995 -1.19068 -18.06564
```

Calculated values
- Spin multiplicity: 11
- ΔE to the lowest compared entry with this formula, charge and spin: 0.00 kcal per mole
- ⟨S²⟩: 30.007
- E_tot: -4747.2116 Ha
- E_HOMO (alpha / beta): -0.735 / -0.922 eV
- F_max: 0.0855 hartree/bohr
- Charge: -2
- LUMO (alpha / beta): 0.14237 / 0.14208 Eh

=====

Below is a cluster of 11 separate species, C30H82O11 in total, with properties calculated with ωB97M-V/def2-TZVPD.

The geometry in XYZ format:
```
123
C30H82O11 | the Open Molecules 2025 dataset | ωB97M-V/def2-TZVPD
C 3.95542 -6.59609 0.43856
C 3.35080 -5.34284 1.03995
O 2.05174 -5.55485 1.53960
C 1.57892 -4.62317 2.49574
C 0.97949 -3.39001 1.84760
H 3.95527 -7.43176 1.13356
H 3.45294 -6.84331 -0.49747
H 4.98284 -6.37182 0.14430
H 4.00603 -4.92734 1.82113
H 3.28852 -4.52940 0.29795
H 0.76030 -5.19243 2.93605
H 2.28301 -4.38155 3.29800
H 1.68281 -2.77352 1.29182
H 0.49362 -2.74498 2.57909
H 0.23422 -3.82275 1.17539
C 1.95317 -2.46049 -5.51379
C 0.60717 -2.41704 -6.20359
O -0.21548 -1.59219 -5.40169
C -1.59264 -1.84641 -5.52577
C -2.36545 -0.93516 -4.58072
H 2.78120 -2.91842 -6.06867
H 2.32915 -1.45218 -5.31827
H 2.01593 -2.97995 -4.55490
H 0.72803 -2.04251 -7.22447
H 0.18562 -3.42665 -6.26673
H -1.93136 -1.67911 -6.55808
H -1.79597 -2.88811 -5.23837
H -3.37851 -0.71147 -4.90968
H -1.88263 0.04515 -4.55706
H -2.31392 -1.40548 -3.60098
C 1.92934 0.35246 0.46551
C 0.99781 0.69683 -0.68025
O -0.23091 0.08621 -0.28469
C -1.24209 0.01186 -1.26528
C -2.43142 -0.59041 -0.53085
H 1.61091 0.73583 1.43059
H 1.93940 -0.73107 0.61440
H 2.96125 0.61892 0.22224
H 0.86266 1.78060 -0.57393
H 1.41876 0.41509 -1.64556
H -1.49288 0.94002 -1.79632
H -0.96299 -0.67753 -2.07585
H -3.23510 -0.82877 -1.22913
H -2.67037 0.12400 0.25656
H -2.15802 -1.54506 -0.07855
C -1.59109 3.51771 1.33866
C -1.03654 4.14372 0.09170
O -0.20392 5.20944 0.52037
C 0.19886 6.16176 -0.46051
C -0.97564 7.05333 -0.88313
H -2.17256 4.26883 1.88405
H -2.27434 2.72021 1.03355
H -0.87536 3.17228 2.08612
H -0.42355 3.39238 -0.42100
H -1.91057 4.47091 -0.47437
H 0.95720 6.72419 0.08191
H 0.64132 5.58551 -1.27786
H -1.76997 7.02557 -0.13328
H -1.38501 6.82125 -1.86384
H -0.72031 8.11645 -0.85233
C -2.28166 -4.81913 -0.69809
C -3.13497 -4.25878 -1.81109
O -4.52198 -4.33785 -1.49375
H -2.49787 -5.86733 -0.49177
H -2.48098 -4.26799 0.22678
H -1.22020 -4.70751 -0.91600
H -2.86770 -4.80905 -2.72213
H -2.84367 -3.21760 -1.99755
H -4.97144 -4.16955 -2.33023
C 5.08180 -2.12562 3.72828
C 3.94519 -1.20523 3.26658
O 3.32080 -0.71334 4.43643
H 5.58968 -2.69894 2.95432
H 4.74794 -2.80237 4.51198
H 5.82079 -1.43378 4.15041
H 3.24611 -1.90231 2.78366
H 4.32507 -0.48831 2.54038
H 2.85895 0.11246 4.22566
C -6.23370 -1.97027 2.15200
C -5.80666 -2.53827 0.81649
O -5.80039 -1.58211 -0.23946
H -6.48991 -2.75028 2.86322
H -7.08318 -1.30444 1.98776
H -5.43950 -1.34425 2.56565
H -6.43124 -3.42114 0.61152
H -4.82269 -3.02425 0.81389
H -5.24183 -2.01798 -0.89380
C 3.19846 4.41042 -1.48348
C 4.45760 3.55358 -1.68620
O 5.51776 4.06657 -0.88603
H 2.97095 4.47986 -0.42102
H 2.32973 3.94328 -1.95984
H 3.29076 5.40060 -1.93422
H 4.75170 3.46561 -2.73274
H 4.21573 2.57552 -1.27042
H 5.68211 4.97857 -1.14485
C -4.29374 3.62204 -1.64361
C -4.66923 2.23325 -2.14031
O -5.07756 2.39651 -3.51603
H -4.17757 3.65606 -0.55641
H -5.03992 4.36053 -1.93306
H -3.35258 3.92064 -2.10218
H -5.40674 1.61138 -1.62746
H -3.81051 1.56660 -2.24231
H -5.92952 2.83420 -3.58002
C -0.71905 -0.16809 5.08389
C 0.01826 0.36750 3.86219
O 1.06041 1.18949 4.33617
H -1.24018 0.59052 5.66141
H 0.06683 -0.66447 5.65694
H -1.43919 -0.94409 4.81608
H -0.62954 0.92204 3.17148
H 0.40117 -0.49053 3.29522
H 1.53555 1.68978 3.65287
C 4.18945 3.10195 3.81958
C 3.25681 3.89248 2.93489
O 2.17138 3.08774 2.48728
H 3.75912 2.70857 4.74021
H 4.98514 3.79942 4.11173
H 4.77347 2.34141 3.29815
H 3.86611 4.13347 2.04959
H 2.98864 4.85345 3.38120
H 1.59630 3.64269 1.94269
```

Calculated values
- Spin multiplicity: 1
- ΔE to the lowest compared entry with this formula, charge and spin: 91.26 kcal per mole
- E_tot: -2019.6618 Ha
- E_HOMO: -9.491 eV
- F_max: 0.0482 hartree/bohr
- SMILES: CCOCC.CCOCC.CCOCC.CCOCC.CCO.CCO.CCO.CCO.CCO.CCO.CCO
- Charge: 0
- LUMO: 0.01792 Eh

=====

Below is a cluster of 8 separate species, C30H83N7O8 in total, with properties calculated with ωB97M-V/def2-TZVPD.

The geometry in XYZ format:
```
128
C30H83N7O8 | the Open Molecules 2025 dataset | ωB97M-V/def2-TZVPD
C -3.41323 -18.29957 -5.73775
C -4.53315 -17.59845 -4.97795
O -5.21917 -18.52521 -4.14049
H -3.81589 -19.20938 -6.20428
H -2.68789 -18.78047 -5.07814
H -3.02428 -17.67856 -6.54080
H -5.12684 -17.04766 -5.71571
H -4.15614 -16.88087 -4.24425
H -5.85613 -18.97167 -4.74924
C -1.17918 -22.00710 1.22869
C -2.27504 -22.84067 0.53403
C -2.19785 -22.82904 -0.99052
O -2.22201 -21.54378 -1.52472
C -3.08880 -21.39342 -2.65089
N -2.27495 -24.22179 1.02067
H -0.17735 -22.43977 1.16134
H -1.41229 -21.87652 2.28478
H -1.13238 -21.05368 0.69420
H -3.20654 -22.32960 0.79424
H -3.03635 -23.46896 -1.30554
H -1.36227 -23.44783 -1.35456
H -2.90346 -22.14295 -3.41943
H -2.92665 -20.36976 -2.97987
H -4.10731 -21.44613 -2.25473
H -2.54563 -24.17967 2.00356
H -1.30167 -24.49744 1.15125
C -1.49986 -19.11181 -9.74802
C -1.23816 -17.68313 -10.21982
C -2.10431 -17.30340 -11.43096
O -1.46658 -17.80035 -12.59926
C -2.20559 -17.42187 -13.75572
N -1.65050 -16.85109 -9.06792
H -0.79081 -19.37537 -8.96274
H -1.31493 -19.88721 -10.50052
H -2.52429 -19.27324 -9.41251
H -0.20099 -17.39701 -10.38324
H -2.23465 -16.22186 -11.58116
H -3.10685 -17.74668 -11.32644
H -1.69709 -17.79118 -14.64153
H -2.26886 -16.32976 -13.80403
H -3.22079 -17.82261 -13.68704
H -2.66858 -16.79764 -8.99114
H -1.37495 -15.89481 -9.28562
C -2.36463 -13.67788 -3.42397
C -2.38817 -14.40714 -2.08426
C -1.76350 -15.79472 -2.12916
O -2.08367 -16.49569 -0.93928
C -1.23638 -17.60315 -0.71459
N -1.60262 -13.51876 -1.17505
H -2.51256 -12.59947 -3.38861
H -3.17509 -14.07573 -4.03391
H -1.39629 -13.84430 -3.90280
H -3.38774 -14.55246 -1.67231
H -0.70815 -15.78617 -2.42401
H -2.27215 -16.41754 -2.88894
H -1.67131 -18.26955 0.02774
H -0.26189 -17.26891 -0.34587
H -1.10622 -18.17116 -1.64236
H -0.89586 -13.04836 -1.72098
H -1.17956 -14.02164 -0.40566
C -8.99503 -21.35145 -5.30547
C -7.59311 -20.80969 -5.28495
C -6.69294 -21.67906 -6.18241
O -7.08853 -21.56293 -7.53843
C -6.12113 -22.13753 -8.41366
N -7.42965 -19.38993 -5.63725
H -9.69521 -20.73862 -4.72234
H -9.08352 -22.30125 -4.77156
H -9.45410 -21.45886 -6.29043
H -7.27381 -20.94578 -4.24434
H -6.79469 -22.70970 -5.83138
H -5.67033 -21.29993 -6.08755
H -6.53485 -21.93454 -9.40642
H -6.11507 -23.20264 -8.18638
H -5.14837 -21.64539 -8.50859
H -7.42893 -19.34298 -6.65406
H -8.29108 -18.96371 -5.30454
C -3.30346 -14.65321 -6.61960
C -3.91671 -14.46308 -8.01020
C -5.06528 -15.41111 -8.36628
O -4.62798 -16.76032 -8.46518
C -5.65500 -17.53068 -9.09145
N -4.41973 -13.09720 -7.96427
H -4.09029 -14.66438 -5.85783
H -2.62853 -13.88669 -6.24479
H -2.84086 -15.63762 -6.52366
H -3.13606 -14.63018 -8.76300
H -5.43276 -15.04450 -9.33170
H -5.82668 -15.33650 -7.58129
H -5.34106 -18.57243 -9.02858
H -5.76257 -17.17054 -10.11586
H -6.57556 -17.46373 -8.50319
H -4.90438 -12.73149 -8.77847
H -3.71292 -12.40425 -7.76023
C -8.53856 -18.42432 -0.74120
C -7.66986 -19.64417 -1.11810
C -6.59478 -19.90141 -0.02572
O -5.84121 -18.79661 0.39011
C -5.20077 -18.19352 -0.74637
N -8.43499 -20.85855 -1.42311
H -8.98170 -18.07953 -1.67753
H -8.00335 -17.59372 -0.28887
H -9.33799 -18.74211 -0.06955
H -7.15745 -19.37822 -2.04681
H -5.92494 -20.67703 -0.42689
H -7.12865 -20.24611 0.86459
H -4.79208 -18.98734 -1.37315
H -4.37578 -17.57119 -0.40811
H -5.90736 -17.57541 -1.29650
H -7.80849 -21.42644 -1.98821
H -8.54566 -21.40751 -0.57197
C -7.30842 -11.45349 -3.79544
C -6.35041 -12.44738 -4.45809
C -6.45162 -13.87885 -3.94051
O -7.66003 -14.15427 -3.23983
C -8.61486 -14.87634 -3.99446
N -6.55206 -12.42043 -5.92008
H -7.05397 -10.40061 -3.89995
H -7.33333 -11.68268 -2.72784
H -8.30945 -11.63500 -4.18518
H -5.30928 -12.21391 -4.17807
H -5.69308 -14.07522 -3.17188
H -6.16615 -14.61231 -4.70654
H -9.50277 -14.90059 -3.35914
H -8.28355 -15.91210 -4.14054
H -8.84662 -14.40225 -4.95203
H -5.88418 -13.11157 -6.23844
H -6.30076 -11.55699 -6.38175
```

Calculated values
- Spin multiplicity: 1
- ΔE to the lowest compared entry with this formula, charge and spin: 43.42 kcal per mole
- E_tot: -2177.8294 Ha
- E_HOMO: -8.849 eV
- F_max: 0.0414 hartree/bohr
- SMILES: COC[C@H](C)N.COC[C@H](C)N.COC[C@H](C)N.COC[C@H](C)N.COC[C@H](C)N.COC[C@H](C)N.COC[C@H](C)N.CCO
- Charge: 0
- LUMO: 0.01564 Eh